Record 1
Molecular formula: C16H19FN4S
Method: DFT, wB97M-V/def2-TZVPD

Output
- lowest unoccupied orbital energy (eV) = 0.57
- calculated total energy (eV) = -36413.708
- orbital gap (Ha) = 0.3210

Element x y z (Å)
C -0.4046 -2.9548 -1.1837
N -0.8235 -2.0121 -0.1615
C -1.2728 -2.7420 1.0121
C -1.8636 -1.0902 -0.6198
C -1.4174 -0.3120 -1.8768
N -0.1670 0.3606 -1.6316
C -0.1126 1.6861 -1.3771
S -1.3271 2.7441 -1.7447
N 1.0181 2.1925 -0.8040
C 2.1809 1.5445 -0.3927
C 2.7621 0.5108 -1.1290
C 3.9168 -0.1029 -0.6799
C 4.4976 0.3306 0.4976
F 5.6212 -0.2714 0.9374
C 3.9635 1.3790 1.2267
C 2.8069 1.9823 0.7768
C -2.1655 -0.0581 0.4378
C -1.1651 0.4815 1.2401
C -1.4848 1.4994 2.1217
C -2.7993 1.9376 2.1741
N -3.7612 1.4198 1.4317
C -3.4491 0.4573 0.5860
H 0.1057 -2.4418 -1.9958
H 0.2991 -3.6547 -0.7357
H -1.2466 -3.5289 -1.5989
H -2.1104 -3.4184 0.7855
H -1.5927 -2.0458 1.7840
H -0.4428 -3.3316 1.3986
H -2.7939 -1.6327 -0.8768
H -1.3088 -0.9805 -2.7341
H -2.1687 0.4438 -2.1197
H 0.5031 -0.2210 -1.1423
H 0.9160 3.1584 -0.5209
H 2.3397 0.2166 -2.0767
H 4.3748 -0.9016 -1.2412
H 4.4512 1.7079 2.1303
H 2.3760 2.8019 1.3323
H -0.1565 0.0959 1.1843
H -0.7292 1.9420 2.7528
H -3.1004 2.7335 2.8421
H -4.2691 0.0742 -0.0088

Atomic forces in eV per Å
C 0.03 0.06 0.03
N -0.15 0.08 -0.07
C 0.09 0.00 0.13
C 0.08 0.23 -0.18
C -0.35 -0.37 -0.18
N 0.42 -0.02 0.30
C 0.01 0.23 -0.18
S -0.46 0.46 -0.11
N -0.11 0.22 0.00
C 0.43 -0.39 0.17
C -0.06 0.23 0.07
C 0.21 -0.02 0.30
C -0.12 0.05 -0.09
F -0.06 0.03 -0.02
C 0.21 -0.19 -0.11
C -0.14 -0.13 -0.19
C -0.06 0.05 0.22
C -0.20 -0.01 0.07
C -0.02 -0.05 -0.10
C 0.25 0.12 0.16
N -0.52 0.23 0.05
C 0.30 -0.29 -0.15
H 0.02 -0.05 -0.11
H 0.02 -0.04 -0.05
H -0.02 -0.02 -0.04
H -0.03 -0.02 -0.02
H 0.00 -0.08 0.04
H -0.02 -0.06 0.06
H 0.09 0.04 0.01
H -0.06 0.04 0.03
H 0.13 -0.18 0.00
H 0.02 0.07 0.00
H -0.10 -0.17 -0.18
H -0.05 -0.02 -0.08
H 0.07 -0.08 -0.04
H 0.06 0.02 0.09
H -0.07 0.07 0.09
H 0.07 -0.05 -0.01
H 0.04 0.05 0.07
H 0.06 0.07 0.10
H -0.04 -0.12 -0.12

***

Record 2
Molecular formula: C16H19IN2O3
Method: DFT, wB97M-V/def2-TZVPD

Output
- lowest unoccupied orbital energy (eV) = 0.15
- calculated total energy (eV) = -34121.785
- orbital gap (Ha) = 0.3202

Element x y z (Å)
C 5.1621 -1.8736 4.7519
O 3.8013 -1.9967 5.1319
C 2.9406 -1.7943 4.0966
C 2.9075 -2.7417 3.0680
C 2.0077 -2.7178 1.9910
C 1.0260 -1.6653 2.0298
C -0.1369 -1.7347 1.0164
C 0.3385 -1.4413 -0.4425
C -0.7955 -1.3196 -1.4642
O -1.2719 -2.3733 -1.8666
O -1.0549 -0.0486 -2.0351
C -2.0748 0.0476 -3.0975
C -1.6859 1.1398 -4.0320
C -1.2248 2.4316 -3.2704
C -2.4976 2.9416 -2.6483
C -3.1656 2.7188 -1.4445
N -4.2733 3.5239 -1.3192
C -4.4425 4.1697 -2.4505
N -3.3960 3.8796 -3.2632
C 1.1235 -0.6079 2.9304
C 2.0497 -0.6902 4.0142
I 2.2985 0.9110 5.6101
H 5.2979 -2.2900 3.7604
H 5.7463 -2.3760 5.4583
H 5.5029 -0.8437 4.6754
H 3.5891 -3.5575 3.1456
H 2.0049 -3.4376 1.2037
H -0.5959 -2.7174 1.1175
H -0.7790 -0.8826 1.2829
H 0.9637 -0.5296 -0.4466
H 0.9746 -2.2189 -0.7726
H -3.0549 0.2477 -2.7345
H -2.1133 -0.9256 -3.6464
H -0.7493 0.8291 -4.5523
H -2.4127 1.2459 -4.7434
H -0.6989 3.1808 -3.8549
H -0.5076 2.1849 -2.4855
H -2.8258 2.0215 -0.6506
H -5.2608 4.7053 -2.7444
H -3.2549 4.2872 -4.2222
H 0.5379 0.3177 2.9036

Atomic forces in eV per Å
C -0.47 0.67 -1.18
O -0.15 0.45 0.14
C -1.35 0.90 -0.58
C -0.70 -0.09 -0.95
C -0.73 2.52 2.42
C 0.39 -0.95 -1.43
C 1.10 1.52 -0.03
C -0.47 1.99 0.70
C -0.06 -1.20 -1.75
O -0.18 2.12 0.37
O -0.32 -1.88 0.98
C 1.04 -1.81 -0.32
C 5.08 0.09 1.26
C -1.93 -0.47 0.27
C -2.18 2.15 0.87
C 1.27 0.23 -0.27
N -0.94 -0.70 0.27
C 3.31 -2.51 1.28
N 1.73 -0.05 -2.35
C 1.01 0.08 1.79
C 0.90 -0.09 0.19
I -0.39 -1.55 -1.70
H 0.23 -0.35 -0.12
H 0.82 -0.83 1.06
H -0.25 0.37 0.24
H 0.50 -0.48 0.04
H -0.03 -0.51 -0.20
H -0.37 0.26 -0.19
H -0.43 -0.71 0.04
H -0.42 -0.21 0.15
H 0.46 -0.96 -0.56
H -0.64 0.02 1.05
H 0.07 0.69 0.54
H -0.66 -0.18 -0.02
H -1.98 0.77 -1.73
H -0.37 0.02 -0.52
H -0.29 -0.27 -0.04
H -0.41 0.79 -0.57
H -1.76 1.55 -0.53
H -0.21 -0.72 1.62
H -0.22 -0.68 -0.27

***

Record 3
Molecular formula: C16H19MnN5O2S2
Method: DFT, wB97M-V/def2-TZVPD

Output
- lowest unoccupied orbital energy (alpha / beta) (eV) = -3.35 / -3.38
- charge = +1
- calculated total energy (eV) = -81431.656
- orbital gap (alpha / beta) (Ha) = 0.2641 / 0.2625
- ⟨S²⟩ = 2.0359
- multiplicity = 3

Element x y z (Å)
Mn 0.0352 -0.2245 0.1462
C -3.9456 -1.5085 -0.4063
C -2.5853 -0.9079 -0.4978
N -1.6694 -1.0690 0.4331
N -1.9581 -1.8308 1.4844
C -1.0074 -1.9957 2.3690
N -1.2040 -2.7709 3.4363
S 0.5426 -1.2296 2.2380
C -2.1312 -0.1238 -1.6159
C -2.9030 0.1866 -2.7413
C -2.3357 0.9086 -3.7697
C -1.0045 1.3000 -3.6675
C -0.3036 0.9758 -2.5208
N -0.8390 0.2867 -1.5132
H -3.9197 -2.3444 0.2877
H -4.2956 -1.8513 -1.3769
H -4.6522 -0.7723 -0.0231
H -2.0559 -3.2960 3.5358
H -0.4438 -2.9167 4.0812
H -3.9309 -0.1289 -2.7954
H -2.9149 1.1676 -4.6410
H -0.5233 1.8525 -4.4574
H 0.7305 1.2757 -2.3939
O 1.8464 0.4236 -0.0438
N 2.8329 -0.4488 -0.1179
C 4.0780 -0.0560 0.2057
C 5.1243 -0.9389 0.1698
C 4.9043 -2.2514 -0.2576
C 3.6378 -2.6279 -0.6314
C 2.5798 -1.7198 -0.5301
S 0.9628 -2.1410 -0.8965
H 4.1732 0.9785 0.4976
H 6.1048 -0.6180 0.4752
H 5.7207 -2.9532 -0.2991
H 3.4228 -3.6213 -0.9873
C 0.8510 3.2996 0.9794
C -0.3215 2.5214 1.4809
C -1.2083 3.1979 2.4797
O -0.5618 1.3817 1.0992
H 0.5928 4.3442 0.8264
H 1.2359 2.8523 0.0637
H 1.6404 3.2535 1.7300
H -1.8505 3.9157 1.9700
H -0.6149 3.7472 3.2034
H -1.8374 2.4763 2.9933

Atomic forces in eV per Å
Mn 2.36 -1.80 0.66
C 0.15 -0.05 0.03
C 0.33 -0.58 1.20
N -0.99 0.19 -0.87
N -1.19 -0.87 0.66
C 0.85 0.69 -0.44
N -0.16 -0.17 0.11
S 0.06 0.40 -0.26
C 0.33 0.44 -0.57
C 0.23 -0.09 0.45
C 0.36 0.07 0.08
C -0.22 -0.07 0.15
C 0.27 0.17 -0.11
N -0.84 0.36 -0.97
H -0.04 0.03 -0.03
H -0.01 0.01 -0.06
H -0.09 0.04 0.02
H -0.03 0.02 -0.01
H -0.19 -0.02 -0.10
H -0.10 -0.08 0.05
H -0.07 0.00 -0.11
H 0.08 0.05 -0.04
H -0.02 -0.08 0.02
O -0.74 1.21 0.09
N 0.60 -1.40 -0.28
C 0.32 0.15 0.17
C -0.08 -0.01 -0.04
C -0.23 0.18 -0.08
C 0.30 0.22 0.15
C -0.39 0.09 -0.01
S -0.54 0.48 -0.03
H -0.07 0.00 0.05
H 0.09 0.15 0.00
H 0.09 -0.09 -0.01
H -0.08 -0.10 0.02
C 0.03 -0.31 -0.38
C 0.11 0.22 -0.05
C -0.10 -0.45 0.07
O -0.51 0.68 0.34
H -0.03 0.08 0.05
H 0.02 0.07 0.06
H 0.03 0.02 0.13
H 0.02 0.08 -0.13
H 0.12 0.12 0.05
H -0.02 -0.06 -0.03